Record 1
Formula: CH2N2O3Si
Source: the OMol25 dataset
Level of theory: wB97M-V/def2-TZVPD

Calculated values
maximum force = 5.65 eV/Å
energy relative to the best compared isomer or geometry (same formula, charge and spin) = 85.2 kJ/mol
HOMO = -11.091 eV
charge = 0
frontier orbital gap = 10.47 eV

Structure (XYZ):
```
9
CH2N2O3Si | the OMol25 dataset | wB97M-V/def2-TZVPD
N 0.409 2.779 0.531
C 0.653 1.766 0.041
Si 0.609 -0.020 -0.641
O 1.444 -0.744 0.574
N -1.254 -0.661 -0.025
O -2.270 -0.526 -0.678
O -1.248 -1.209 1.055
H 0.740 -0.260 -2.044
H 0.917 -1.127 1.188
```

---

Record 2
Formula: CH2N2O4
Source: the OMol25 dataset
Level of theory: wB97M-V/def2-TZVPD

Calculated values
maximum force = 4.25 eV/Å
energy relative to the best compared isomer or geometry (same formula, charge and spin) = 366.2 kJ/mol
HOMO = -11.001 eV
charge = 0
frontier orbital gap = 10.65 eV

Structure (XYZ):
```
9
CH2N2O4 | the OMol25 dataset | wB97M-V/def2-TZVPD
O -3.025 -1.660 -1.365
N -1.889 -1.321 -1.287
O -1.693 -0.492 -0.173
C -0.244 -0.164 0.286
N 0.156 -1.086 1.368
O -0.577 -1.889 1.898
O 1.328 -0.929 1.662
H 0.632 -0.175 -0.356
H -0.612 0.707 0.842
```

---

Record 3
Formula: CH2N2O4
Source: the OMol25 dataset
Level of theory: wB97M-V/def2-TZVPD

Calculated values
maximum force = 5.28 eV/Å
energy relative to the best compared isomer or geometry (same formula, charge and spin) = 549.9 kJ/mol
HOMO = -10.171 eV
charge = 0
frontier orbital gap = 10.46 eV

Structure (XYZ):
```
9
CH2N2O4 | the OMol25 dataset | wB97M-V/def2-TZVPD
C -1.120 0.064 0.631
N -0.628 0.846 -0.200
O -0.464 2.012 -0.376
O 0.265 -0.019 -1.170
N 1.324 -0.690 -0.432
O 2.184 -1.064 -1.068
O 1.139 -0.771 0.713
H -1.071 -0.910 0.360
H -1.628 0.532 1.544
```

---

Record 4
Formula: CH2N2OS
Source: the OMol25 dataset
Level of theory: wB97M-V/def2-TZVPD

Calculated values
maximum force = 5.15 eV/Å
energy relative to the best compared isomer or geometry (same formula, charge and spin) = 251.3 kJ/mol
HOMO (spin up / spin down) = -10.200 / -11.412 eV
charge = 0
frontier orbital gap (spin up / spin down) = 9.29 / 8.95 eV

Structure (XYZ):
```
7
CH2N2OS | the OMol25 dataset | wB97M-V/def2-TZVPD
C 0.376 0.300 1.347
N -0.043 1.369 1.411
N -0.294 0.545 -1.829
O 0.119 -2.244 0.972
S 1.162 -1.228 1.136
H -0.985 -0.131 -1.615
H -0.335 1.389 -1.423
```